1.
DFT (ωB97M-V with the def2-TZVPD basis set) results for C58H114F12HgN8O14S4 as an isolated structure at a distorted geometry.

**Lowest unoccupied orbital energy**: -6.6 eV
**HOMO-LUMO gap**: 1.159 eV
**Energy above the lowest of the compared OMol25 structures with the same formula, charge and spin**: 219.3 kcal per mole
**F_max**: 5.07 eV/A

```
! wB97M-V def2-TZVPD RIJCOSX def2/J DEFGRID3
* xyz 0 1
Hg -2.485 -2.093 -2.191
C -1.714 -6.295 0.722
F -2.867 -6.360 1.464
F -1.068 -5.215 1.016
F -0.955 -7.404 0.887
S -2.232 -6.179 -1.136
O -1.179 -5.369 -1.747
O -2.361 -7.500 -1.724
N -3.641 -5.066 -1.316
S -4.879 -6.085 -1.281
O -5.104 -6.746 -2.605
O -4.835 -7.085 -0.192
C -6.320 -4.888 -1.085
F -6.989 -4.740 -2.253
F -7.182 -5.400 -0.255
F -5.998 -3.755 -0.444
C -2.779 -1.177 2.803
F -3.778 -0.648 3.591
F -1.655 -1.247 3.535
F -3.036 -2.377 2.329
S -2.504 0.035 1.322
O -3.536 -0.303 0.370
O -2.372 1.411 1.760
N -1.083 -0.664 0.423
S 0.113 0.237 0.883
O 0.033 1.430 0.038
O 0.205 0.473 2.317
C 1.689 -0.800 0.271
F 2.748 0.011 0.084
F 2.106 -1.664 1.231
F 1.370 -1.440 -0.846
C 0.643 9.305 1.324
C 1.004 7.888 1.893
C 1.686 6.928 0.764
C 3.208 7.054 0.470
C 3.966 6.973 1.770
C 3.487 7.991 2.782
N 1.994 7.984 3.040
O 1.458 8.630 4.135
C 4.173 7.576 4.157
C 3.933 9.379 2.314
C -0.219 7.166 2.290
H -0.011 9.818 2.029
H 0.185 9.248 0.336
H 1.487 9.993 1.352
H 1.476 5.903 1.069
H 1.115 7.002 -0.162
H 3.376 7.955 -0.120
H 3.547 6.258 -0.193
H 5.010 7.115 1.493
H 3.746 5.983 2.171
H 5.244 7.444 4.004
H 3.901 8.369 4.853
H 3.745 6.670 4.586
H 3.600 10.170 2.985
H 5.005 9.494 2.155
H 3.511 9.535 1.321
H -0.815 6.879 1.423
H -0.837 7.757 2.966
H 0.055 6.247 2.807
H 1.612 7.946 4.791
C 3.147 3.021 7.836
C 1.869 3.355 8.726
C 1.917 4.857 9.057
C 0.572 5.431 9.482
C -0.500 5.155 8.486
C -0.624 3.624 8.209
N 0.677 3.056 7.881
O 0.604 1.709 7.336
C -1.370 2.905 9.391
C -1.539 3.559 6.924
C 1.964 2.477 9.961
H 2.976 3.035 6.760
H 3.503 2.010 8.033
H 4.074 3.553 8.052
H 2.632 5.049 9.857
H 2.268 5.371 8.162
H 0.670 6.499 9.673
H 0.152 5.059 10.416
H -0.207 5.769 7.634
H -1.344 5.501 9.081
H -0.972 3.331 10.311
H -2.412 3.183 9.234
H -1.106 1.847 9.392
H -2.419 4.199 6.984
H -1.138 3.927 5.979
H -1.796 2.526 6.690
H 2.971 2.499 10.378
H 1.668 1.434 9.853
H 1.376 2.983 10.727
H 0.550 1.898 6.397
C -2.375 -3.256 -6.184
C -2.959 -1.893 -6.756
C -4.469 -2.165 -7.161
C -5.365 -0.938 -7.332
C -5.298 -0.118 -6.082
C -3.841 0.305 -5.767
N -2.981 -0.894 -5.590
O -1.708 -0.579 -5.186
C -3.321 1.319 -6.780
C -3.974 1.012 -4.449
C -2.238 -1.464 -8.071
H -1.287 -3.200 -6.204
H -2.653 -4.139 -6.759
H -2.616 -3.566 -5.167
H -4.544 -2.707 -8.103
H -4.923 -2.766 -6.373
H -6.351 -1.301 -7.621
H -4.988 -0.387 -8.194
H -5.723 -0.693 -5.260
H -5.889 0.754 -6.363
H -3.975 2.190 -6.826
H -2.303 1.683 -6.640
H -3.265 1.095 -7.846
H -4.418 2.001 -4.556
H -4.613 0.519 -3.717
H -3.012 1.228 -3.983
H -1.251 -1.113 -7.769
H -2.830 -0.807 -8.708
H -2.079 -2.344 -8.694
H -1.355 -0.068 -5.918
C 3.765 4.226 -6.775
C 2.273 4.285 -7.002
C 1.828 5.702 -7.342
C 2.001 6.072 -8.810
C 1.326 5.028 -9.699
C 1.928 3.606 -9.483
N 1.868 3.280 -8.005
O 2.154 1.969 -7.711
C 1.024 2.571 -10.375
C 3.339 3.472 -10.018
C 1.552 3.933 -5.602
H 4.105 5.034 -6.127
H 4.388 4.399 -7.652
H 4.082 3.267 -6.364
H 0.804 6.030 -7.165
H 2.353 6.505 -6.824
H 3.066 6.127 -9.034
H 1.563 7.020 -9.124
H 1.163 5.218 -10.760
H 0.297 4.809 -9.412
H 1.442 1.573 -10.242
H 0.084 2.525 -9.824
H 0.972 2.990 -11.380
H 3.800 2.512 -9.782
H 3.396 3.527 -11.105
H 3.991 4.303 -9.749
H 1.889 4.614 -4.821
H 1.699 2.890 -5.321
H 0.472 4.053 -5.690
H 3.074 1.949 -7.984
C 10.837 -5.159 -4.307
C 10.433 -5.915 -2.890
C 11.570 -5.535 -1.859
C 11.480 -4.110 -1.274
C 10.073 -3.836 -0.679
C 8.931 -4.164 -1.708
N 9.133 -5.517 -2.253
O 8.019 -5.843 -3.025
C 7.632 -4.169 -0.787
C 8.816 -2.964 -2.760
C 10.347 -7.495 -3.019
H 9.930 -4.994 -4.888
H 11.506 -5.766 -4.916
H 11.227 -4.141 -4.273
H 11.594 -6.350 -1.135
H 12.579 -5.616 -2.262
H 11.813 -3.348 -1.979
H 12.156 -4.076 -0.419
H 9.903 -2.875 -0.192
H 9.940 -4.543 0.140
H 7.499 -4.983 -0.074
H 7.445 -3.219 -0.288
H 6.815 -4.311 -1.495
H 8.562 -3.311 -3.761
H 7.914 -2.373 -2.602
H 9.699 -2.326 -2.806
H 11.332 -7.959 -3.084
H 9.679 -7.772 -3.834
H 9.999 -7.944 -2.089
H 7.740 -6.692 -2.672
C -11.165 -6.139 5.856
C -9.841 -5.776 6.554
C -9.747 -6.845 7.697
C -9.280 -8.255 7.396
C -8.017 -8.135 6.531
C -8.094 -7.309 5.322
N -8.609 -5.962 5.720
O -8.519 -5.068 4.675
C -6.661 -7.085 4.820
C -8.842 -8.087 4.223
C -9.823 -4.385 7.139
H -11.147 -7.209 5.646
H -11.148 -5.584 4.918
H -12.076 -5.921 6.414
H -9.168 -6.468 8.539
H -10.780 -6.947 8.032
H -10.070 -8.863 6.955
H -8.962 -8.698 8.340
H -7.747 -9.175 6.353
H -7.167 -7.775 7.111
H -6.653 -6.514 3.892
H -6.027 -6.542 5.522
H -6.181 -8.039 4.606
H -8.315 -8.969 3.861
H -9.831 -8.305 4.625
H -8.996 -7.484 3.328
H -8.855 -4.177 7.595
H -10.553 -4.259 7.938
H -9.968 -3.690 6.312
H -7.610 -4.803 4.835
*
```

Here are the Mulliken charges for atoms 1 to 5, given in e: Hg 1.02; C 0.68; F -0.20; F -0.18; F -0.20

---

2.
DFT (ωB97M-V with the def2-TZVPD basis set) results for a 10-piece molecular cluster, C58H114F18N4O13 overall at a distorted geometry.

**Lowest unoccupied orbital energy**: 1.3 eV
**HOMO-LUMO gap**: 2.213 eV
**F_max**: 5.11 eV/A

```
! wB97M-V def2-TZVPD RIJCOSX def2/J DEFGRID3
* xyz -2 1
C -2.221 2.980 -3.076
C -3.049 2.234 -4.153
C -2.400 0.834 -4.539
C -3.234 0.200 -5.601
N -3.136 -1.332 -5.792
C -1.816 -1.816 -6.429
C -1.894 -1.504 -7.932
C -3.386 -1.721 -8.224
C -4.114 -1.729 -6.853
C -3.441 -2.197 -4.468
C -4.776 -1.717 -3.709
C -5.064 -2.435 -2.426
H -2.631 3.981 -2.942
H -1.161 3.050 -3.321
H -2.334 2.409 -2.155
H -2.982 2.906 -5.008
H -4.084 2.111 -3.832
H -2.316 0.067 -3.769
H -1.425 1.114 -4.939
H -2.895 0.680 -6.519
H -4.282 0.499 -5.569
H -1.489 -2.819 -6.158
H -1.127 -1.152 -5.908
H -1.217 -2.083 -8.559
H -1.672 -0.491 -8.267
H -3.593 -2.632 -8.786
H -3.846 -0.936 -8.825
H -4.436 -2.741 -6.607
H -5.044 -1.162 -6.867
H -2.506 -2.059 -3.924
H -3.488 -3.258 -4.711
H -5.586 -1.887 -4.418
H -4.797 -0.655 -3.468
H -4.199 -2.223 -1.798
H -5.261 -3.475 -2.686
H -5.975 -2.089 -1.937
C -0.949 -4.414 3.289
C 0.109 -3.395 2.817
C -0.449 -2.362 1.816
C 0.629 -1.531 1.102
N 0.159 -0.417 0.147
C 1.302 0.015 -0.794
C 1.030 1.468 -1.201
C 0.114 2.048 -0.104
C -0.072 0.894 0.946
C -1.068 -0.760 -0.697
H -1.174 -5.160 2.527
H -1.813 -3.972 3.784
H -0.511 -5.004 4.094
H 0.862 -3.979 2.287
H 0.550 -2.927 3.697
H -1.171 -1.748 2.353
H -1.111 -2.801 1.070
H 1.144 -2.243 0.457
H 1.426 -1.099 1.707
H 1.452 -0.737 -1.569
H 2.214 -0.131 -0.215
H 0.504 1.621 -2.144
H 1.939 2.069 -1.241
H -0.793 2.410 -0.588
H 0.661 2.870 0.359
H -1.042 0.921 1.443
H 0.775 1.004 1.623
H -1.911 -0.965 -0.037
H -0.880 -1.556 -1.418
H -1.356 0.168 -1.190
C 1.185 5.531 5.655
C 0.279 4.621 4.753
C -0.416 5.556 3.647
C -0.889 4.870 2.453
N -1.848 5.725 1.577
C -1.798 5.133 0.126
C -0.632 5.712 -0.694
C -0.203 6.868 0.179
C -1.276 7.080 1.281
C -3.316 5.853 2.170
H 1.709 5.047 6.479
H 0.642 6.355 6.119
H 1.945 5.876 4.954
H -0.554 4.175 5.296
H 0.909 3.836 4.332
H 0.272 6.356 3.376
H -1.256 6.010 4.172
H -1.397 3.952 2.750
H -0.099 4.687 1.725
H -2.641 5.646 -0.337
H -1.936 4.054 0.203
H -0.753 6.065 -1.718
H 0.154 4.957 -0.686
H -0.162 7.795 -0.394
H 0.815 6.766 0.554
H -2.137 7.534 0.792
H -1.085 7.682 2.169
H -3.834 4.925 1.927
H -3.804 6.713 1.711
H -3.148 5.995 3.238
C 1.461 0.017 -4.484
N 2.236 -0.284 -5.777
C 2.318 -1.783 -5.943
C 1.525 0.128 -7.070
C 3.763 0.288 -5.681
C 3.849 1.791 -5.332
O 3.050 2.547 -6.201
H 1.236 1.084 -4.477
H 2.129 -0.077 -3.628
H 0.568 -0.592 -4.341
H 2.700 -2.181 -5.003
H 2.848 -2.017 -6.866
H 1.297 -2.162 -5.899
H 2.320 0.085 -7.815
H 1.131 1.143 -7.026
H 0.707 -0.562 -7.281
H 4.282 0.038 -6.606
H 4.276 -0.379 -4.989
H 4.899 2.086 -5.342
H 3.450 1.888 -4.322
H 3.320 3.467 -6.163
C 2.930 4.684 1.758
O 3.665 5.882 1.863
O 2.621 4.517 0.370
C 3.639 3.558 2.479
F 3.657 3.710 3.767
F 3.126 2.318 2.241
F 4.897 3.437 2.075
C 3.544 6.828 2.925
C 4.082 8.138 2.438
H 3.431 8.620 1.709
H 4.143 8.866 3.247
H 5.027 8.019 1.908
H 4.205 6.441 3.701
H 2.678 6.995 3.566
H 1.955 4.764 2.239
C -4.494 1.181 1.386
O -4.034 0.026 2.061
O -3.612 2.236 1.800
C -4.785 0.951 -0.219
F -5.778 0.087 -0.482
F -4.993 2.051 -0.906
F -3.792 0.345 -0.847
C -4.934 -1.129 2.055
C -4.806 -2.163 3.210
H -3.866 -2.712 3.147
H -4.745 -1.757 4.220
H -5.572 -2.936 3.143
H -4.930 -1.641 1.093
H -5.994 -0.892 2.150
H -5.415 1.503 1.872
C -0.432 -4.368 -3.355
O -1.520 -4.579 -4.264
O 0.225 -3.144 -3.623
C -0.918 -4.648 -1.800
F -1.093 -5.909 -1.478
F -0.031 -4.137 -0.952
F -2.138 -4.017 -1.564
C -1.929 -5.945 -4.420
C -2.910 -6.014 -5.685
H -2.567 -5.483 -6.573
H -2.861 -6.962 -6.220
H -3.975 -5.874 -5.500
H -2.320 -6.336 -3.481
H -1.089 -6.504 -4.833
H 0.368 -5.090 -3.518
C 1.105 -6.485 8.330
O 1.200 -7.707 9.106
O 2.356 -5.768 8.490
C 0.400 -6.769 6.936
F 0.458 -7.988 6.437
F -0.900 -6.607 7.119
F 0.837 -5.889 6.019
C 0.029 -8.433 9.491
C 0.272 -9.650 10.444
H -0.670 -10.170 10.621
H 1.022 -10.278 9.963
H 0.710 -9.278 11.370
H -0.583 -8.848 8.689
H -0.625 -7.735 10.014
H 0.444 -5.802 8.863
C 6.149 -0.513 -2.301
O 6.727 -1.859 -2.148
O 6.670 -0.108 -3.507
C 4.584 -0.611 -1.989
F 4.306 -1.138 -0.815
F 3.949 0.532 -2.028
F 3.917 -1.423 -2.816
C 7.129 -2.218 -0.791
C 7.891 -3.575 -0.836
H 7.327 -4.423 -1.224
H 8.747 -3.496 -1.507
H 8.412 -3.836 0.086
H 6.282 -2.441 -0.142
H 7.718 -1.427 -0.328
H 6.589 0.125 -1.535
C 3.173 0.546 6.233
O 2.204 0.919 7.202
O 4.211 0.069 7.018
C 2.460 -0.348 5.107
F 1.921 -1.563 5.459
F 1.383 0.289 4.690
F 3.109 -0.618 3.959
C 1.412 2.080 7.095
C 0.416 1.930 8.229
H -0.158 2.857 8.226
H -0.334 1.178 7.982
H 0.835 1.860 9.233
H 0.904 2.223 6.142
H 2.029 2.944 7.341
H 3.545 1.394 5.659
*
```

Here are the Mulliken charges for atoms 1 to 5, given in e: C -0.54; C -1.18; C 1.82; C -2.36; N 1.07